Entry 1:
Below is a single C4H10N2S molecule, with properties calculated with wB97M-V/def2-TZVPD.

Structure (ORCA input):
```
! RIJCOSX wB97M-V def2-TZVPD def2/J DEFGRID3
* xyz 0 1
N 1.62301 -0.12063 1.43921
C 0.54205 -0.04793 0.42999
C 0.45269 -1.10297 -0.64616
S -1.07174 -0.85373 -1.76408
C 0.42395 1.45903 -0.01445
N -0.31979 1.69927 1.23704
C -0.73338 0.31391 1.26053
H 1.46368 -0.92688 2.04379
H 2.50510 -0.22451 0.94863
H 0.53743 -2.09321 -0.22680
H 1.33388 -0.89792 -1.26140
H -1.12751 -2.16037 -2.04525
H -0.12946 1.67159 -0.96242
H 1.44652 1.96948 0.02868
H 0.40820 1.67541 1.90035
H -1.66978 0.11517 0.68209
H -0.85473 -0.25174 2.20448
*
```

The HOMO-LUMO gap is 9.5 eV. The SMILES is NC1(CS)CNC1. As for the highest occupied orbital energy: -8.74 eV. The calculation puts the strongest force on any atom at 2.5 eV/Å. The LUMO energy is 0.727 eV. The relative energy (zero: lowest compared OMol25 entry of this formula, charge and spin) is 162.6 kJ/mol.


Entry 2:
Below is a molecular structure, C6H14NS, with properties calculated with wB97M-V/def2-TZVPD.

Structure (ORCA input):
```
! RIJCOSX wB97M-V def2-TZVPD def2/J DEFGRID3
* xyz 1 1
C 2.61845 0.70995 0.20172
C 1.72770 -1.77924 -0.31242
C -1.09119 1.50212 -0.29475
C 0.11998 0.97826 -1.03078
C -0.84063 -0.29517 1.46523
C -1.75012 0.29001 0.45268
N -2.16057 -0.74154 -0.53514
S 1.14554 -0.04372 0.15163
H 2.62798 1.76050 0.22408
H 3.39300 0.26625 0.81358
H 1.49232 -2.06106 -1.30420
H 2.78877 -1.60512 -0.23250
H -0.93447 2.24736 0.50287
H -1.89590 1.79934 -1.02048
H -0.08409 0.30838 -1.87124
H 0.88033 1.69470 -1.43499
H -0.65398 0.03657 2.41980
H -0.87431 -1.37187 1.27185
H -2.65047 0.71413 1.03729
H -1.95827 -1.71795 -0.13491
H 1.13934 -2.27063 0.42112
H -3.03942 -0.42127 -0.79042
*
```

The HOMO-LUMO gap (spin up / spin down) is 8.0 / 7.2 eV. As for the highest occupied orbital energy (spin up / spin down): -12.32 / -11.97 eV. The calculation puts the strongest force on any atom at 4.7 eV/Å. The LUMO energy (spin up / spin down) is -4.366 / -4.738 eV. The relative energy (zero: lowest compared OMol25 entry of this formula, charge and spin) is 513.7 kJ/mol.


Entry 3:
Below is a single C5H5NO molecule, with properties calculated with wB97M-V/def2-TZVPD.

Structure (ORCA input):
```
! RIJCOSX wB97M-V def2-TZVPD def2/J DEFGRID3
* xyz 0 1
O 0.48889 0.92053 1.69529
C 0.67318 0.30195 0.67005
C 1.98264 -0.20023 0.27339
C 3.04561 -0.61367 -0.11357
C -0.44120 0.02370 -0.32046
C -2.93291 0.09176 -0.15185
N -1.72676 0.47555 0.19890
H 3.99519 -0.97250 -0.44993
H -0.19167 0.53746 -1.25945
H -0.48361 -1.04906 -0.53914
H -2.77800 -0.67829 -0.94575
H -1.63136 1.16281 0.94250
*
```

The HOMO-LUMO gap is 8.2 eV. As for the highest occupied orbital energy: -8.44 eV. The calculation puts the strongest force on any atom at 0.6 eV/Å. The LUMO energy is -0.271 eV. The relative energy (zero: lowest compared OMol25 entry of this formula, charge and spin) is 426.5 kJ/mol.


Entry 4:
Below is a molecular structure, C4H9NO2, with properties calculated with wB97M-V/def2-TZVPD.

Structure (ORCA input):
```
! RIJCOSX wB97M-V def2-TZVPD def2/J DEFGRID3
* xyz 0 1
C -1.24828 1.41666 -0.29082
C -0.28987 0.34574 0.22003
C -0.88269 -1.06138 0.04687
O -0.36632 -2.01620 0.93149
N 0.98932 0.52107 -0.50099
C 2.14612 -0.05302 -0.21365
O 2.19108 -0.96054 0.75379
H -0.80951 2.41648 -0.20564
H -2.17625 1.40627 0.28676
H -1.50492 1.23825 -1.34284
H -0.09595 0.49109 1.28964
H -1.95846 -1.00744 0.25269
H -0.76568 -1.35580 -1.01107
H 0.60171 -1.91474 0.94424
H 1.00750 1.20142 -1.24701
H 3.16012 -0.69074 0.09565
*
```

The HOMO-LUMO gap is 10.0 eV. As for the highest occupied orbital energy: -9.11 eV. The calculation puts the strongest force on any atom at 0.6 eV/Å. The LUMO energy is 0.848 eV. The relative energy (zero: lowest compared OMol25 entry of this formula, charge and spin) is 392.4 kJ/mol.


Entry 5:
Below is a single C21H24N4O3 molecule, with properties calculated with wB97M-V/def2-TZVPD.

Structure (ORCA input):
```
! RIJCOSX wB97M-V def2-TZVPD def2/J DEFGRID3
* xyz 0 1
C -8.27869 -0.12413 0.95245
O -7.03905 -0.21463 1.61349
C -5.90585 0.06859 0.92219
C -5.86210 0.44773 -0.41826
C -4.64851 0.71302 -1.02144
C -3.46144 0.60587 -0.30296
C -2.19179 0.88567 -0.93353
N -2.04502 1.25521 -2.18137
O -0.70208 1.40615 -2.35382
C -0.12555 1.11754 -1.17908
C 1.36239 1.11368 -1.06599
N 1.91110 -0.21121 -0.86320
C 1.56423 -1.14199 -1.92363
C 2.39309 -2.41204 -1.77100
C 2.11398 -3.05897 -0.41909
C 2.40950 -2.04797 0.68931
O 3.81148 -1.86792 0.70377
C 4.30569 -0.97618 1.67467
C 4.31461 0.46374 1.22061
C 4.66298 0.78731 -0.08725
C 4.66661 2.11860 -0.46015
C 4.32967 3.07853 0.48348
C 4.00082 2.65152 1.75964
N 3.98816 1.37944 2.12226
C 1.60501 -0.76435 0.44119
N -0.99286 0.78858 -0.27422
C -3.50558 0.22607 1.03950
C -4.71220 -0.03897 1.64293
H -8.47005 0.89246 0.59473
H -9.02822 -0.39062 1.69590
H -8.33827 -0.82348 0.11254
H -6.76677 0.53915 -0.99834
H -4.60527 1.00770 -2.05819
H 1.66054 1.74292 -0.22314
H 1.77641 1.52805 -1.98939
H 0.49086 -1.40445 -1.90355
H 1.78128 -0.66420 -2.88272
H 3.45012 -2.15407 -1.82149
H 2.15801 -3.10416 -2.58076
H 1.06865 -3.36579 -0.35295
H 2.74735 -3.93524 -0.28140
H 2.09221 -2.45265 1.66778
H 5.34085 -1.29028 1.85712
H 3.74918 -1.05678 2.61761
H 4.91069 0.00051 -0.78002
H 4.93019 2.40744 -1.46758
H 4.32108 4.12874 0.23554
H 3.72708 3.35609 2.53470
H 0.53410 -1.00745 0.54438
H 1.85060 -0.01742 1.19838
H -2.58192 0.14749 1.59118
H -4.76727 -0.33283 2.67916
*
```

The HOMO-LUMO gap is 9.2 eV. The SMILES is COc1ccc(-c2noc(CN3CCC[C@@H](OCc4ccccn4)C3)n2)cc1. As for the highest occupied orbital energy: -8.40 eV. The calculation puts the strongest force on any atom at 1.2 eV/Å. The LUMO energy is 0.803 eV. The relative energy (zero: lowest compared OMol25 entry of this formula, charge and spin) is 344.9 kJ/mol.


Entry 6:
Below is a molecular structure, C35H52AsP3SY, with properties calculated with wB97M-V/def2-TZVPD.

Structure (ORCA input):
```
! RIJCOSX wB97M-V def2-TZVPD def2/J DEFGRID3
* xyz 3 1
Y 0.14771 0.59495 -0.73966
P -1.79548 2.60579 -0.58754
P -1.76673 -1.18037 0.36306
P 2.40442 2.11701 -1.54962
H 0.16204 -4.84315 -3.10475
C 0.19810 -4.63607 -2.03139
C 1.33532 -4.20744 -1.46550
H 1.42009 -3.92345 -0.41201
C -3.01255 2.60277 -1.96614
C -2.92929 2.62929 0.85326
C -1.24423 4.35043 -0.61317
C -1.16904 -2.87641 0.69175
C -2.77980 -0.91735 1.85943
C -3.04454 -1.49747 -0.92034
C 3.76046 0.98909 -2.04828
C 3.36463 3.41740 -0.69473
C 2.02870 2.93179 -3.15313
H -0.71774 -4.84958 -1.46825
H 2.25584 -4.14301 -2.05232
H -3.62956 3.51021 -1.92132
H -3.65353 1.71308 -1.90429
H -2.47201 2.57481 -2.92190
H -3.46740 3.58708 0.88604
H -2.34843 2.51309 1.77914
H -3.65623 1.80969 0.78507
H -2.11218 5.00006 -0.78937
H -0.51174 4.49719 -1.41888
H -0.77347 4.62102 0.34039
H -2.03501 -3.53477 0.84522
H -0.56516 -2.86528 1.60851
H -0.55592 -3.27016 -0.13034
H -3.73286 -1.45770 1.76487
H -2.98256 0.15015 2.00184
H -2.23880 -1.28077 2.74142
H -3.77190 -2.22114 -0.52520
H -2.57373 -1.89901 -1.82686
H -3.56184 -0.56243 -1.17804
H 4.53988 1.58193 -2.54769
H 3.38449 0.21359 -2.72718
H 4.18344 0.50123 -1.16108
H 4.32867 3.57365 -1.20072
H 3.54948 3.11350 0.34363
H 2.80484 4.36228 -0.68186
H 2.96868 3.21987 -3.64576
H 1.41888 3.82778 -2.97471
H 1.47104 2.24937 -3.80827
C 0.96857 -1.12013 -4.24829
C 0.46362 -0.26227 -5.24532
C 0.76006 -0.50512 -6.58872
C 1.55066 -1.60221 -6.94761
C 2.05693 -2.45535 -5.96264
C 1.77133 -2.21445 -4.62137
S 0.65363 -0.90482 -2.55986
H -0.77066 0.56628 -2.26614
H -0.16337 0.58277 -4.94967
H 0.37123 0.15976 -7.35722
H 1.77438 -1.79456 -8.00091
H 2.67251 -3.31072 -6.23270
H 2.14959 -2.87200 -3.83399
C 1.54710 5.30214 3.94798
C 1.39477 5.11230 2.56870
C 1.26102 3.82341 2.04663
C 1.29512 2.70691 2.90519
C 1.42907 2.89913 4.28232
C 1.56187 4.19534 4.80395
As 1.17583 0.92519 2.05786
C 3.02815 0.29099 2.32246
C 3.62902 -0.51083 1.33163
C 4.94687 -0.94489 1.50069
C 5.65473 -0.61889 2.66474
C 5.04658 0.15805 3.65437
C 3.73911 0.63041 3.47424
C 0.34189 -0.01253 3.56220
C 0.72867 -1.32811 3.84954
C 0.10434 -2.02202 4.89312
C -0.90732 -1.40722 5.64080
C -1.30654 -0.10452 5.33540
C -0.69161 0.59598 4.29219
H 1.65240 6.31011 4.35158
H 1.38380 5.97207 1.89154
H 1.13800 3.67732 0.97079
H 1.42804 2.04894 4.96891
H 1.67547 4.33034 5.87975
H 3.06993 -0.79903 0.43497
H 5.42215 -1.54681 0.72240
H 6.67867 -0.97298 2.79746
H 5.58553 0.40601 4.57099
H 3.27892 1.25934 4.23460
H 1.53163 -1.79800 3.27745
H 0.41809 -3.04058 5.12324
H -1.38159 -1.94622 6.46340
H -2.09459 0.38234 5.91542
H -0.99732 1.61811 4.06579
*
```

The HOMO-LUMO gap (spin up / spin down) is 3.6 / 4.6 eV. As for the highest occupied orbital energy (spin up / spin down): -15.85 / -15.85 eV. The calculation puts the strongest force on any atom at 5.3 eV/Å. The LUMO energy (spin up / spin down) is -12.226 / -11.270 eV. The relative energy (zero: lowest compared OMol25 entry of this formula, charge and spin) is 0.0 kJ/mol.